w:
DFT (ωB97M-V/def2-TZVPD) results for the ion C4H8NO3 with charge -1.

```
! RIJCOSX wB97M-V def2-TZVPD def2/J DEFGRID3
* xyz -1 1
O 0.4373 -2.1134 -1.7265
C 0.5372 -1.7210 -0.5824
O 0.9171 -2.7051 0.3440
C 0.0370 -0.4578 0.1551
C 0.4500 0.9503 -0.6009
C -0.0094 1.9145 0.4219
O -1.2621 1.7693 0.9334
N -1.3814 -0.6498 0.3578
H 1.1559 -3.5093 -0.1831
H 0.5050 -0.2950 1.1960
H 1.5054 0.9977 -0.6749
H -0.1331 1.0805 -1.4492
H -0.1039 2.9424 -0.0921
H 0.7392 2.0643 1.0981
H -1.5500 0.8126 1.1872
H -1.8443 -1.0802 -0.3846
*
```

Results
E_HOMO: -0.08094 hartree

Here are the natural (NBO) charges for atoms 1 to 5, given in e:
1. O -0.660
2. C 0.792
3. O -0.728
4. C -0.130
5. C -0.463

x:
DFT (ωB97M-V/def2-TZVPD) results for a cluster of 2 separate species, C4H8NO3 in total.

```
! RIJCOSX wB97M-V def2-TZVPD def2/J DEFGRID3
* xyz -1 1
C -1.3267 0.1429 -2.5859
C -0.8844 1.3546 -1.7929
O -0.6980 2.4299 -2.3538
N -0.7542 1.1540 -0.4768
H -0.4497 1.9573 0.0531
H -0.7226 0.2787 0.0914
H -1.6129 -0.7057 -1.9767
H -0.5406 -0.1639 -3.2610
H -2.1731 0.4575 -3.1802
C 1.6933 -0.7764 2.7158
C 0.8069 -1.2671 1.5434
O 1.2034 -2.2223 0.8635
O -0.2649 -0.5869 1.4050
H 1.1283 -0.8558 3.6408
H 2.0263 0.2289 2.4870
H 2.5688 -1.4256 2.8273
*
```

Results
E_HOMO: -0.17509 hartree

Here are the natural (NBO) charges for atoms 1 to 5, given in e:
1. C -0.705
2. C 0.667
3. O -0.694
4. N -0.825
5. H 0.376

Ranking the structures above by energy, x is first and the second is 4.066 eV behind.